Entry 1:
Below is one molecule with the formula C2Cl3NO2 at a distorted geometry, with properties calculated with the ωB97M-V functional and the def2-TZVPD basis.

Geometry as XYZ:
```
8
Properties=species:S:1:pos:R:3:forces:R:3
Cl 1.301 0.094 1.970 0.6 1.9 -0.5
Cl 1.859 1.445 -0.731 1.4 1.3 -0.6
Cl -2.262 -1.306 -1.040 0.7 0.6 1.2
O -1.588 1.101 -0.178 0.0 1.6 1.2
O 0.768 -1.514 0.182 -2.4 0.6 -2.0
N 0.099 -0.418 -0.303 4.9 0.1 2.3
C -1.154 0.023 -0.182 -3.9 -3.0 -3.4
C 0.978 0.576 0.284 -1.3 -3.2 1.6
```
Positions in Å, forces in eV/Å.

- Orbital gap (alpha / beta): 6.805 / 9.029 eV
- Structure (SMILES): O=C(Cl)[N+]([O-])=C(Cl)Cl
- ΔE to the lowest compared entry with this formula, charge and spin: 56.2 kcal per mole
- Multiplicity: 1
- E_tot: -1661.811885 hartree

Entry 2:
Below is C2Cl3NO2 as an isolated structure at a distorted geometry, with properties calculated with the ωB97M-V functional and the def2-TZVPD basis.

Geometry as XYZ:
```
8
Properties=species:S:1:pos:R:3:forces:R:3
Cl -2.125 1.323 -0.914 -0.3 0.1 -1.0
Cl -2.200 0.065 1.552 -0.4 -0.4 1.2
Cl -2.334 -1.664 -0.762 0.3 1.0 0.1
O 2.252 0.102 0.070 0.1 0.0 0.2
O 1.261 0.339 -0.888 -0.8 0.9 -3.1
N 1.235 -0.276 0.935 -0.5 -1.1 3.0
C -1.834 -0.132 -0.078 3.8 -0.2 0.1
C 0.358 -0.059 0.039 -2.2 -0.3 -0.6
```
Positions in Å, forces in eV/Å.

- Orbital gap: 9.307 eV
- ΔE to the lowest compared entry with this formula, charge and spin: 102.6 kcal per mole
- Multiplicity: 1
- E_tot: -1661.738011 hartree

Entry 3:
Below is a 2-piece molecular cluster, C2ClF3N2O2 overall at a distorted geometry, with properties calculated with the ωB97M-V functional and the def2-TZVPD basis.

Geometry as XYZ:
```
10
Properties=species:S:1:pos:R:3:forces:R:3
Cl -0.527 -1.327 1.940 -0.4 -0.4 0.9
F -2.210 0.453 0.551 -1.5 0.1 0.2
F -0.472 1.623 0.313 0.0 1.4 -0.7
F -1.242 0.390 -1.369 0.1 0.8 -0.1
O 1.251 -0.939 -1.346 -1.6 0.1 -0.8
O 2.036 0.621 -0.633 -0.6 1.3 5.5
N 0.706 -1.344 -0.285 1.0 -2.0 0.8
N 1.693 0.737 0.466 1.5 -0.4 -4.9
C -1.058 0.497 -0.060 1.1 -2.5 0.8
C -0.176 -0.711 0.424 0.3 1.7 -1.8
```
Positions in Å, forces in eV/Å.

- Orbital gap (alpha / beta): 7.290 / 7.289 eV
- Multiplicity: 1
- E_tot: -1095.783359 hartree